(1)
Formula: C27H30N5OPPdS
Source: the OMol25 dataset
Level of theory: ωB97M-V with the def2-TZVPD basis set

Output
Spin multiplicity: 3
E, eV: -61574.2967
Net charge: +2
HOMO-LUMO gap (alpha / beta), eV: 8.081 / 6.963
HOMO (alpha / beta), Ha: -0.4992 / -0.5406

```
66
Properties=species:S:1:pos:R:3:forces:R:3
Pd -1.2143 -0.5817 -0.1206 -0.0818 -0.0530 0.0319
C -0.8257 0.3345 -5.3500 0.0125 -0.0185 -0.0088
C -1.7010 0.8682 -4.2828 -0.0062 -0.0368 -0.0119
N -2.5845 1.8014 -4.4044 0.0236 0.0172 0.0160
N -3.1461 1.9271 -3.1652 -0.0104 0.0304 -0.0153
C -2.6388 1.0940 -2.2665 -0.0020 -0.0119 -0.0380
S -3.0497 0.8875 -0.6353 0.0449 -0.0106 0.0176
N -1.7069 0.4043 -2.9720 0.0352 0.0090 0.0154
N -0.9189 -0.5956 -2.3975 -0.0179 -0.0822 -0.0025
H -1.0163 0.8917 -6.2634 -0.0052 0.0016 -0.0036
H -1.0370 -0.7196 -5.5374 -0.0066 -0.0019 -0.0072
H 0.2275 0.4417 -5.0845 -0.0605 -0.0128 -0.0088
H -3.8865 2.5964 -3.0165 -0.0021 -0.0021 0.0056
H 0.0605 -0.3817 -2.5867 -0.0057 0.0050 -0.0118
H -1.1608 -1.4987 -2.8019 -0.0079 0.0159 -0.0035
C -3.3198 -3.9091 2.3510 0.0065 0.0088 0.0059
C -2.4821 -2.7945 1.7291 0.0007 -0.0022 -0.0199
C -2.3384 -1.6056 2.6755 -0.0282 -0.0705 0.0043
C -1.1357 -3.3526 1.2541 -0.0264 0.0056 0.0135
C -0.2680 -4.0138 2.3322 -0.0160 -0.0102 -0.0024
O 1.0437 -3.4221 2.1362 -0.0014 -0.0180 0.0086
C 0.9170 -2.4280 1.2717 -0.1284 -0.0020 -0.0093
N -0.2429 -2.2901 0.7312 0.0802 0.0137 -0.0152
C 2.1557 -1.6605 1.0269 0.0572 -0.0072 -0.0031
C 3.3478 -2.3365 1.2808 0.0139 -0.0151 0.0034
C 4.5732 -1.7253 1.0695 -0.0020 -0.0253 0.0100
C 4.6235 -0.4198 0.6142 0.0051 0.0349 -0.0120
C 3.4444 0.2684 0.3704 -0.0147 0.0138 -0.0243
C 2.2018 -0.3339 0.5667 0.0013 0.0115 0.0248
P 0.7354 0.6928 0.3295 0.1047 0.0566 -0.0381
C 1.0137 1.6547 -1.1756 -0.0659 0.1001 0.0599
C 1.7670 1.1495 -2.2396 0.0216 -0.0172 0.0106
C 1.8347 1.8499 -3.4369 0.0284 0.0042 0.0336
C 1.1446 3.0463 -3.5854 -0.0046 0.0287 0.0143
C 0.3951 3.5510 -2.5297 0.0082 0.0088 -0.0218
C 0.3267 2.8612 -1.3282 0.0185 -0.0370 -0.0391
C 0.5604 1.7904 1.7434 -0.0293 -0.0491 -0.0214
C 1.6481 2.1100 2.5569 0.0131 -0.0225 0.0223
C 1.4744 2.9814 3.6194 -0.0047 0.0062 0.0164
C 0.2245 3.5286 3.8787 0.0063 0.0017 0.0057
C -0.8628 3.2029 3.0796 0.0162 -0.0091 -0.0085
C -0.6987 2.3308 2.0156 -0.0149 0.0151 -0.0134
H -4.3162 -3.5460 2.5978 -0.0021 -0.0029 -0.0005
H -2.8687 -4.2744 3.2761 -0.0056 -0.0007 0.0021
H -3.4302 -4.7536 1.6694 0.0004 0.0003 -0.0002
H -3.0089 -2.4534 0.8263 -0.0032 0.0014 0.0029
H -1.8213 -1.8771 3.5983 0.0181 0.0188 -0.0029
H -3.3210 -1.2232 2.9496 0.0083 0.0123 -0.0005
H -1.7753 -0.7661 2.2373 0.0086 0.0370 0.0081
H -1.3312 -4.0548 0.4397 0.0187 0.0011 -0.0095
H -0.1673 -5.0887 2.2201 -0.0029 -0.0004 0.0036
H -0.5783 -3.7794 3.3490 0.0014 0.0095 0.0092
H 3.3109 -3.3532 1.6436 0.0055 0.0027 -0.0058
H 5.4854 -2.2712 1.2669 -0.0005 -0.0030 -0.0004
H 5.5746 0.0702 0.4558 -0.0006 0.0012 -0.0018
H 3.4935 1.2950 0.0290 -0.0005 0.0063 -0.0099
H 2.3322 0.2306 -2.1245 0.0059 0.0029 0.0001
H 2.4489 1.4724 -4.2445 0.0073 0.0009 -0.0038
H 1.2082 3.5957 -4.5152 -0.0029 0.0056 -0.0018
H -0.1231 4.4948 -2.6368 0.0002 0.0003 -0.0018
H -0.2497 3.2681 -0.5066 0.0021 0.0112 0.0087
H 2.6237 1.6798 2.3744 -0.0126 0.0136 0.0069
H 2.3168 3.2318 4.2497 -0.0002 -0.0012 -0.0023
H 0.0968 4.2068 4.7116 0.0003 -0.0013 0.0023
H -1.8371 3.6233 3.2887 -0.0024 -0.0006 -0.0058
H -1.5478 2.0771 1.3916 0.0015 0.0114 0.0233
```
Forces are in eV/Å.

=====

(2)
Formula: C4H10O
Source: the OMol25 dataset
Level of theory: ωB97M-V with the def2-TZVPD basis set

Output
Structure (SMILES): C/C=C\O.C
E, eV: -6356.8229
Net charge: 0
HOMO-LUMO gap, eV: 9.513
HOMO, Ha: -0.3199

```
15
Properties=species:S:1:pos:R:3:forces:R:3
C 2.3007 0.0391 0.0401 0.0432 -0.0236 0.0950
C 1.2978 0.3179 -1.0402 -0.1356 0.1082 0.0317
C 0.1687 0.9914 -0.8408 0.1746 -0.1480 -0.2675
O -0.1523 1.5193 0.3831 -0.1731 0.0801 -0.0081
H 1.8856 0.2845 1.0214 0.0892 -0.0345 -0.1359
H 3.2144 0.6312 -0.0953 -0.1259 -0.0959 -0.0017
H 2.5931 -1.0172 0.0453 -0.0335 0.1554 -0.0270
H 1.4979 -0.0346 -2.0492 -0.0682 0.0657 0.1628
H -0.5482 1.1682 -1.6408 0.1087 -0.0160 0.1140
H -1.0874 1.7524 0.3913 0.1716 -0.0050 0.0103
C -2.2320 -1.1312 0.7554 0.0078 -0.0086 0.0451
H -1.2308 -0.6970 0.7123 -0.1693 -0.1409 -0.0060
H -2.3536 -1.8694 -0.0410 0.0385 0.1106 0.1226
H -2.3740 -1.6122 1.7268 -0.0117 0.0695 -0.1625
H -2.9800 -0.3424 0.6314 0.0837 -0.1170 0.0273
```
Forces are in eV/Å.

=====

(3)
Formula: C17H38O19S4Si2
Source: the OMol25 dataset
Level of theory: ωB97M-V with the def2-TZVPD basis set

Output
E, eV: -116241.2710
Net charge: 0
HOMO-LUMO gap, eV: 9.206
HOMO, Ha: -0.3265

```
80
Properties=species:S:1:pos:R:3:forces:R:3
C -2.8877 -3.3085 3.3987 0.4155 0.9665 -0.3906
C -1.9856 -2.2881 2.6199 0.2342 -1.1257 -0.0153
Si -0.2617 -2.9863 2.1990 0.2257 0.6090 -0.6133
C 0.2214 -2.2159 0.5326 0.1114 -0.6397 0.4351
C 0.6084 -0.7122 0.6536 -0.7378 -0.6024 -0.6899
C -0.1762 0.0957 -0.4156 0.7741 -0.1600 0.0804
C 0.6673 1.2612 -0.9621 -0.6879 0.2054 0.6634
C 0.1883 1.8379 -2.2860 0.6984 0.9930 0.5521
O 0.5454 1.0479 -3.4251 -2.3059 -1.0486 1.5054
C -0.3651 0.0891 -3.7552 0.6956 -1.7726 -0.4717
C -1.8500 0.3814 -3.9124 -0.1685 0.2803 0.7007
O 0.0288 -1.0400 -3.9858 -0.2901 1.2842 -0.0163
O -0.2473 -4.6720 2.1129 -0.7879 0.3274 -0.4915
Si -1.1198 -5.3378 0.8587 0.4964 0.1932 -0.0111
H -3.2627 -2.8329 4.3072 0.0689 -0.3492 0.1007
H -3.7517 -3.5476 2.7750 0.0783 -0.2257 0.1517
H -2.3091 -4.2087 3.6115 -0.3888 -0.0725 0.2890
H -1.8284 -1.3494 3.1595 -0.1840 -0.0481 -0.0811
H -2.4596 -2.0908 1.6552 0.1190 0.3236 0.1269
H 0.7394 -2.5581 3.1673 0.0339 -0.3245 0.0943
H -0.6491 -2.3630 -0.1233 0.1253 0.2035 -0.0071
H 1.0326 -2.7914 0.0712 -0.0344 0.1151 0.0582
H 0.3839 -0.3832 1.6725 0.2074 0.4014 -0.1697
H 1.6783 -0.5813 0.4450 -0.2395 -0.1781 0.3838
H -0.4166 -0.6054 -1.2217 0.0544 0.1525 -0.0321
H -1.1188 0.4441 0.0116 0.0397 0.0877 -0.1877
H 0.5696 2.0772 -0.2284 0.1359 0.0110 -0.1681
H 1.7342 1.0156 -0.9636 -0.1451 -0.1274 -0.3587
H 0.6948 2.8034 -2.4146 -0.0540 -0.1605 -0.2376
H -0.8783 2.0696 -2.2046 0.0299 -0.2584 -0.2795
H -2.3832 -0.3954 -3.3579 0.1199 0.0207 -0.0713
H -2.1830 1.3367 -3.5036 0.1250 -0.0018 -0.2599
H -2.1712 0.2905 -4.9506 0.3427 0.0590 -0.0107
H -0.2952 -5.3296 -0.3676 0.0124 -0.1200 0.0000
H -2.2958 -4.4858 0.5609 -0.1070 -0.0512 0.0905
H -1.5597 -6.7122 1.1422 0.0092 -0.0444 0.1866
C 2.7080 4.1806 -7.2688 -0.2847 -0.1771 -0.3593
C 1.7120 5.0598 -6.5429 0.3010 0.4289 0.0896
O 1.2082 4.2381 -5.4844 0.1143 -0.3565 -0.1739
S 2.3630 3.2367 -4.9843 0.0062 0.1591 -0.5134
O 2.9841 3.7961 -3.8347 0.1014 -0.1845 0.0776
O 1.8473 1.9214 -4.9894 0.9752 0.7246 -0.9050
O 3.3606 3.4370 -6.2356 -0.1108 0.3144 0.3542
H 2.2059 3.4747 -7.9340 -0.0132 0.0383 -0.0103
H 3.4339 4.7580 -7.8358 0.1590 -0.0769 0.1590
H 0.9009 5.3924 -7.1850 -0.1530 -0.1592 0.1371
H 2.2013 5.9284 -6.0960 0.0059 0.0122 -0.0588
C -6.3489 0.4841 1.2203 -0.0426 -0.2019 -0.4345
C -6.2385 -0.7732 2.0564 -0.3355 0.1317 0.3790
O -4.8318 -0.9542 2.2490 0.0880 0.2592 -0.3898
S -4.1113 0.4781 2.3178 -0.5080 -0.1704 -0.0278
O -3.9363 0.8314 3.6800 0.2274 0.1686 -0.0287
O -3.0475 0.4963 1.3847 0.1694 0.0754 0.0856
O -5.3266 1.3492 1.7260 0.0011 -0.1966 0.3472
H -6.1376 0.2824 0.1679 -0.0262 -0.0262 0.0114
H -7.3233 0.9577 1.3091 0.1158 0.1790 0.1189
H -6.6703 -1.6413 1.5656 0.2520 -0.0922 -0.0247
H -6.7026 -0.6417 3.0366 -0.0444 0.0046 -0.0355
C -0.2608 0.8860 6.3350 -0.1426 -0.1059 0.4467
C 1.1864 1.2323 6.6191 0.0376 0.4060 -0.2826
O 1.9140 0.0477 6.2787 -0.3594 -0.1878 0.0872
S 1.1777 -0.6992 5.0585 -0.0721 0.4003 0.4213
O 1.8170 -0.3281 3.8501 -0.0092 -0.1473 -0.0958
O 0.9636 -2.0462 5.4355 0.2155 -0.0540 0.1075
O -0.2189 0.0917 5.1468 0.3419 0.1246 -0.1386
H -0.6903 0.2814 7.1367 0.0144 0.0304 0.0170
H -0.8767 1.7679 6.1780 -0.0245 -0.0787 -0.2377
H 1.3561 1.4975 7.6593 0.1279 -0.2233 0.0212
H 1.5352 2.0433 5.9755 -0.0473 0.0304 0.0307
C 5.2587 -0.1268 -2.4552 -0.4418 0.1124 -0.3211
C 5.0377 0.8563 -1.3252 0.4638 0.1790 0.0309
O 4.3185 0.1103 -0.3366 -0.1542 -0.2853 -0.2784
S 4.7818 -1.4283 -0.3845 0.0480 0.3604 -0.3095
O 5.7577 -1.6382 0.6217 -0.0233 -0.2527 0.0283
O 3.6253 -2.2363 -0.5073 -0.0329 -0.0894 0.2758
O 5.5264 -1.3778 -1.8066 0.1192 0.2482 0.3529
H 4.3588 -0.2418 -3.0637 -0.0003 0.0407 0.0114
H 6.0932 0.1544 -3.0925 0.1200 -0.1966 0.0978
H 4.4669 1.7283 -1.6358 -0.2035 -0.1032 0.1237
H 5.9849 1.1787 -0.8861 0.0017 0.0145 -0.0424
```
Forces are in eV/Å.

=====

Energy above the lowest of the compared OMol25 structures with the same formula, charge and spin per entry: 0.0 94.6 0.0 kJ/mol